<P>
Computed, not measured: an isolated molecule of C2H8N2, with ωB97M-V with the def2-TZVPD basis set.

Its structure (SMILES) is CN(C)N. As for the spin multiplicity: 1. For the HOMO energy, the calculation gives -8.7 eV. The LUMO energy comes out at 0.0407 Ha. For the HOMO-LUMO gap, the calculation gives 0.3595 Ha.

```
12
Properties=species:S:1:pos:R:3:nbo_charge:R:1
C 0.771 -0.923 -0.762 -0.428
N 0.332 -0.080 0.369 -0.293
C -1.207 -0.094 0.558 -0.448
N 0.902 1.197 0.165 -0.648
H 1.808 -1.162 -0.555 0.206
H 0.278 -1.873 -0.907 0.199
H 0.747 -0.400 -1.777 0.168
H -1.570 0.709 1.256 0.194
H -1.665 0.118 -0.359 0.174
H -1.610 -0.877 1.097 0.209
H 0.169 1.769 -0.248 0.320
H 1.044 1.617 1.163 0.346
```

<Q>
Computed, not measured: a cluster of 2 separate species, C2H8N2 in total, with ωB97M-V with the def2-TZVPD basis set.

Its structure (SMILES) is C=CN.N. As for the spin multiplicity: 1. For the HOMO energy, the calculation gives -7.8 eV. The LUMO energy comes out at 0.0387 Ha. For the HOMO-LUMO gap, the calculation gives 0.3254 Ha.

```
12
Properties=species:S:1:pos:R:3:nbo_charge:R:1
C -1.122 -1.691 1.106 -0.559
C -0.083 -0.899 1.403 0.027
N 0.271 0.284 0.775 -0.803
H -1.968 -1.235 0.617 0.188
H -1.183 -2.680 1.529 0.207
H 0.742 -1.186 2.052 0.177
H -0.442 0.906 0.411 0.383
H 1.070 0.763 1.133 0.377
N 0.678 1.424 -2.028 -1.086
H 0.438 2.366 -2.279 0.359
H 1.605 1.179 -2.348 0.366
H -0.005 0.770 -2.371 0.365
```

Stability summary: most stable <Q>, least stable <P>.

<P>
Computed, not measured: a cluster of 3 separate species, C6H13NO in total, with ωB97M-V with the def2-TZVPD basis set.

As for the spin multiplicity: 1. For the HOMO energy (alpha / beta), the calculation gives -7.1 / -6.2 eV. The LUMO energy (alpha / beta) comes out at 0.0345 / 0.0130 Ha. For the HOMO-LUMO gap (alpha / beta), the calculation gives 0.2965 / 0.2406 Ha.

```
21
Properties=species:S:1:pos:R:3:nbo_charge:R:1
C 0.777 -0.032 0.006 -0.046
C -0.310 0.772 -0.063 -0.336
C -0.248 0.195 2.214 -0.401
C 0.778 -1.482 -0.288 -0.687
C -1.191 -0.949 2.430 -0.671
C 0.453 0.679 -2.542 0.558
N 0.249 1.885 -3.141 -0.873
O 0.664 -0.334 -3.180 -0.629
H 1.736 0.432 0.209 0.204
H 0.320 1.981 -4.152 0.385
H 0.134 2.715 -2.589 0.391
H -1.287 0.371 -0.290 0.209
H -0.223 1.840 0.062 0.207
H 0.765 0.063 2.584 0.177
H -0.633 1.187 2.431 0.178
H -0.226 -1.905 -0.260 0.218
H 1.155 -1.604 -1.311 0.274
H 1.431 -2.030 0.393 0.221
H -0.759 -1.899 2.104 0.205
H -1.452 -1.073 3.491 0.214
H -2.133 -0.809 1.892 0.202
```

<Q>
Computed, not measured: an isolated molecule of C6H13NO, with ωB97M-V with the def2-TZVPD basis set.

Its structure (SMILES) is CCNCCCC=O. As for the spin multiplicity: 1. For the HOMO energy, the calculation gives -9.3 eV. The LUMO energy comes out at 0.0364 Ha. For the HOMO-LUMO gap, the calculation gives 0.3766 Ha.

```
21
Properties=species:S:1:pos:R:3:nbo_charge:R:1
C 2.410 2.649 0.237 -0.619
C 0.948 2.285 0.158 -0.238
N 0.624 0.909 0.625 -0.602
C -0.289 0.171 -0.327 -0.206
C -0.464 -1.285 0.011 -0.431
C -1.691 -2.068 -0.522 -0.499
C -2.178 -3.305 0.219 0.440
O -3.154 -3.820 -0.218 -0.504
H 3.097 2.772 -0.638 0.212
H 3.036 1.889 0.914 0.195
H 2.524 3.543 0.687 0.209
H 0.477 2.944 0.925 0.204
H 0.707 2.487 -0.982 0.184
H 1.384 0.344 0.571 0.341
H -1.513 0.525 -0.379 0.148
H -0.223 0.426 -1.344 0.185
H -0.349 -1.598 1.128 0.210
H 0.498 -1.714 -0.224 0.195
H -1.623 -2.133 -1.554 0.231
H -2.576 -1.294 -0.278 0.225
H -1.646 -3.726 0.991 0.117
```

Stability summary: most stable <Q>, least stable <P>.

<P>
Computed, not measured: a structure of composition C6H13NO, with ωB97M-V with the def2-TZVPD basis set.

As for the spin multiplicity: 1. For the HOMO energy, the calculation gives -7.6 eV. The LUMO energy comes out at -0.0208 Ha. For the HOMO-LUMO gap, the calculation gives 0.2598 Ha.

```
21
Properties=species:S:1:pos:R:3:nbo_charge:R:1
C 0.644 1.666 1.894 -0.227
O -0.554 1.284 1.380 -0.892
C -1.639 0.778 -1.431 -0.474
C -0.314 1.214 -1.272 -0.026
C 0.780 0.198 -1.036 -0.482
N 0.007 -3.009 0.869 -0.803
C 0.460 -2.116 -0.166 0.000
C 0.222 -0.808 -0.101 -0.348
H 0.764 2.757 2.036 0.137
H 0.797 1.175 2.882 0.148
H 1.593 1.359 1.352 0.104
H -2.258 1.414 -2.057 0.246
H -1.871 -0.278 -1.489 0.261
H 0.159 2.170 -1.481 0.259
H -1.143 1.094 -0.294 0.433
H 1.169 -0.340 -1.918 0.247
H 1.588 0.751 -0.552 0.233
H -0.267 -3.887 0.445 0.356
H -0.843 -2.573 1.213 0.367
H 0.960 -2.580 -1.013 0.175
H -0.255 -0.268 0.739 0.287
```

<Q>
Computed, not measured: a cluster of 2 separate species, C6H13NO in total, with ωB97M-V with the def2-TZVPD basis set.

Its structure (SMILES) is C/C=C(N)/C=C/C.O. As for the spin multiplicity: 1. For the HOMO energy, the calculation gives -8.3 eV. The LUMO energy comes out at 0.0322 Ha. For the HOMO-LUMO gap, the calculation gives 0.3359 Ha.

```
21
Properties=species:S:1:pos:R:3:nbo_charge:R:1
C -0.762 1.506 2.331 -0.634
C -0.192 0.503 1.384 -0.122
C -0.903 -0.306 0.564 0.064
N -2.338 -0.413 0.716 -0.869
C -0.153 -0.913 -0.530 -0.227
C 1.126 -1.193 -0.683 -0.230
C 1.757 -1.522 -2.046 -0.696
H -0.583 0.993 3.366 0.207
H -1.737 1.557 2.205 0.221
H -0.343 2.463 2.364 0.222
H 0.975 0.494 1.235 0.197
H -2.733 -0.312 -0.286 0.364
H -2.811 -1.088 1.267 0.392
H -0.897 -1.146 -1.351 0.202
H 1.978 -1.335 0.055 0.229
H 1.602 -2.371 -2.720 0.234
H 2.779 -1.898 -2.216 0.231
H 1.638 -0.622 -2.543 0.224
O 1.206 1.847 -1.250 -0.930
H 1.149 0.973 -0.836 0.475
H 0.466 1.954 -1.666 0.448
```

Stability summary: most stable <Q>, least stable <P>.

<P>
Computed, not measured: a structure of composition H22HeO11, with ωB97M-V with the def2-TZVPD basis set.

As for the spin multiplicity: 1. For the HOMO energy, the calculation gives -10.3 eV. The LUMO energy comes out at -0.0173 Ha. For the HOMO-LUMO gap, the calculation gives 0.3604 Ha.

```
34
Properties=species:S:1:pos:R:3:nbo_charge:R:1
He 14.909 14.347 18.891 0.001
O 14.454 16.773 17.544 -0.979
H 15.348 16.536 17.297 0.498
H 13.910 16.083 17.164 0.492
O 16.608 12.027 22.673 -0.971
H 16.171 12.028 21.820 0.497
H 15.955 11.671 23.276 0.460
O 13.713 17.076 20.211 -0.978
H 13.044 17.760 20.182 0.477
H 13.972 16.956 19.297 0.512
O 17.440 17.991 20.050 -0.942
H 17.554 17.586 20.909 0.469
H 17.314 17.255 19.452 0.473
O 16.348 13.620 15.843 -0.959
H 16.888 13.889 15.099 0.484
H 16.391 12.664 15.837 0.497
O 13.734 14.564 15.822 -0.977
H 13.158 14.506 15.059 0.479
H 14.556 14.170 15.532 0.499
O 12.768 13.290 20.373 -0.973
H 12.091 13.484 19.724 0.470
H 12.949 14.133 20.789 0.504
O 13.270 11.996 17.135 -0.961
H 12.559 11.736 16.549 0.465
H 13.398 12.928 16.959 0.486
O 15.166 11.798 20.260 -0.985
H 15.332 11.388 19.411 0.472
H 14.334 12.257 20.146 0.509
O 13.428 15.455 22.210 -0.985
H 13.661 16.093 21.535 0.495
H 14.252 15.271 22.661 0.470
O 17.279 15.879 17.449 -0.969
H 17.319 15.016 17.038 0.491
H 18.171 16.219 17.381 0.480
```

<Q>
Computed, not measured: a structure of composition H22HeO11, with ωB97M-V with the def2-TZVPD basis set.

As for the spin multiplicity: 1. For the HOMO energy, the calculation gives -10.3 eV. The LUMO energy comes out at -0.0064 Ha. For the HOMO-LUMO gap, the calculation gives 0.3725 Ha.

```
34
Properties=species:S:1:pos:R:3:nbo_charge:R:1
He -0.610 -1.064 -0.015 0.001
O -1.816 0.379 3.599 -0.947
H -1.710 0.642 2.685 0.494
H -1.118 0.841 4.064 0.472
O -1.873 0.760 -1.642 -0.980
H -2.814 0.934 -1.646 0.485
H -1.780 -0.069 -2.110 0.517
O -0.979 1.609 0.841 -0.996
H -1.357 1.145 0.094 0.505
H -1.270 2.515 0.734 0.482
O -0.380 3.070 -2.326 -0.987
H 0.498 2.716 -2.468 0.488
H -0.894 2.323 -2.021 0.474
O -1.785 -3.760 2.290 -0.963
H -2.098 -3.491 1.426 0.448
H -1.316 -2.995 2.624 0.490
O -0.976 -1.377 -3.343 -0.980
H -1.084 -2.025 -4.040 0.480
H -0.114 -0.994 -3.504 0.492
O 2.193 1.739 -2.079 -0.964
H 2.170 1.950 -1.146 0.485
H 2.052 0.793 -2.116 0.485
O -0.170 -1.889 3.548 -0.987
H -0.777 -1.150 3.585 0.484
H 0.523 -1.600 2.953 0.489
O 1.689 -1.212 -2.961 -0.952
H 1.964 -1.541 -3.816 0.482
H 1.363 -1.985 -2.500 0.491
O 1.970 -1.085 1.775 -0.965
H 2.123 -0.234 1.365 0.496
H 2.716 -1.205 2.363 0.476
O 2.145 1.893 1.042 -0.978
H 2.313 2.398 1.838 0.483
H 1.200 1.968 0.907 0.499
```

Stability summary: most stable <Q>, least stable <P>.

<P>
Computed, not measured: a structure of composition H22HeO11, with ωB97M-V with the def2-TZVPD basis set.

As for the spin multiplicity: 1. For the HOMO energy, the calculation gives -9.4 eV. The LUMO energy comes out at -0.0242 Ha. For the HOMO-LUMO gap, the calculation gives 0.3216 Ha.

```
34
Properties=species:S:1:pos:R:3:nbo_charge:R:1
He -0.199 0.072 0.105 0.001
O 3.022 -2.680 0.267 -0.935
H 2.237 -2.555 0.800 0.478
H 2.828 -3.448 -0.270 0.468
O -0.215 1.731 3.018 -0.967
H 0.173 1.313 3.787 0.468
H 0.533 2.050 2.514 0.492
O 0.069 4.075 -2.190 -0.953
H 0.729 4.566 -2.679 0.460
H 0.555 3.354 -1.789 0.485
O -3.404 0.759 -0.282 -0.970
H -3.532 1.107 -1.164 0.475
H -2.936 -0.065 -0.414 0.500
O -0.294 -2.962 -2.136 -0.952
H 0.260 -3.714 -1.926 0.483
H -0.351 -2.965 -3.091 0.492
O -2.934 0.992 2.342 -0.989
H -3.081 0.919 1.399 0.483
H -1.986 1.095 2.429 0.476
O -2.077 -1.780 -0.242 -0.979
H -1.521 -2.056 0.487 0.494
H -1.512 -1.846 -1.012 0.475
O -0.444 -2.809 1.668 -0.952
H -0.472 -3.763 1.601 0.480
H -0.103 -2.640 2.546 0.491
O 1.653 -0.950 -1.812 -0.988
H 0.859 -1.474 -1.919 0.488
H 2.121 -1.369 -1.090 0.486
O 1.864 1.897 -1.227 -0.990
H 2.618 2.159 -1.755 0.477
H 1.792 0.953 -1.363 0.512
O 1.510 3.388 1.422 -0.962
H 0.610 3.714 1.391 0.478
H 1.629 2.932 0.589 0.494
```

<Q>
Computed, not measured: a structure of composition H22HeO11, with ωB97M-V with the def2-TZVPD basis set.

As for the spin multiplicity: 1. For the HOMO energy, the calculation gives -10.1 eV. The LUMO energy comes out at -0.0124 Ha. For the HOMO-LUMO gap, the calculation gives 0.3594 Ha.

```
34
Properties=species:S:1:pos:R:3:nbo_charge:R:1
He -0.289 -0.150 -0.139 0.001
O -3.017 0.267 0.198 -0.975
H -3.858 0.316 0.652 0.471
H -2.610 -0.532 0.532 0.503
O -0.197 -3.355 -0.140 -0.950
H 0.343 -3.422 0.647 0.476
H 0.229 -3.932 -0.774 0.489
O 1.444 -1.852 -3.492 -0.941
H 1.205 -2.777 -3.429 0.466
H 0.627 -1.408 -3.718 0.476
O 0.324 1.520 2.210 -0.993
H 0.191 2.023 1.406 0.498
H -0.560 1.317 2.516 0.486
O -2.203 1.412 -2.526 -0.949
H -1.593 0.742 -2.835 0.457
H -2.329 1.213 -1.599 0.489
O 2.720 0.702 -3.079 -0.947
H 3.513 0.379 -3.506 0.469
H 2.397 -0.045 -2.576 0.478
O 4.051 1.056 1.193 -0.963
H 3.330 0.455 1.382 0.491
H 4.745 0.798 1.799 0.455
O -2.307 1.473 2.711 -0.969
H -3.060 1.773 3.219 0.480
H -2.661 1.294 1.840 0.488
O 1.979 -0.700 1.735 -0.966
H 1.631 -1.473 1.292 0.455
H 1.205 -0.188 1.970 0.507
O -2.510 -2.345 1.026 -0.962
H -1.758 -2.779 0.623 0.498
H -2.241 -2.191 1.932 0.470
O 0.439 3.270 -0.021 -0.953
H 0.119 4.162 -0.155 0.479
H 0.702 2.976 -0.893 0.486
```

Stability summary: most stable <P>, least stable <Q>.

<P>
Computed, not measured: an isolated molecule of C3H6N2O2S, with ωB97M-V with the def2-TZVPD basis set.

Its structure (SMILES) is CO/N=C(\N)C(O)=S. As for the spin multiplicity: 1. For the HOMO energy, the calculation gives -8.7 eV. The LUMO energy comes out at -0.0056 Ha. For the HOMO-LUMO gap, the calculation gives 0.3132 Ha.

```
14
Properties=species:S:1:pos:R:3:nbo_charge:R:1
C 2.710 0.196 -0.312 -0.241
O 1.476 -0.335 0.121 -0.427
N 0.432 0.495 -0.314 -0.141
C -0.673 -0.054 0.074 0.254
N -0.732 -1.246 0.705 -0.808
C -1.927 0.650 -0.319 0.182
O -2.968 0.030 0.213 -0.662
S -2.087 1.954 -1.260 -0.041
H 2.843 1.171 0.137 0.182
H 2.777 0.277 -1.414 0.182
H 3.421 -0.537 0.051 0.190
H 0.109 -1.533 1.174 0.412
H -1.604 -1.578 1.152 0.410
H -3.777 0.510 -0.008 0.508
```

<Q>
Computed, not measured: an isolated molecule of C3H6N2O2S, with ωB97M-V with the def2-TZVPD basis set.

Its structure (SMILES) is [H]/N=C(/N)OC(=S)OC. As for the spin multiplicity: 1. For the HOMO energy, the calculation gives -8.9 eV. The LUMO energy comes out at 0.0204 Ha. For the HOMO-LUMO gap, the calculation gives 0.3488 Ha.

```
14
Properties=species:S:1:pos:R:3:nbo_charge:R:1
H -1.625 -1.739 1.363 0.385
N -0.773 -1.580 1.920 -0.719
C 0.039 -0.796 1.357 0.676
N 1.215 -0.370 1.912 -0.818
O -0.068 -0.119 0.115 -0.542
C -1.011 -0.255 -0.812 0.524
S -2.291 -1.293 -0.854 -0.157
O -0.807 0.581 -1.813 -0.476
C 0.293 1.492 -1.769 -0.260
H 1.960 -0.178 1.236 0.392
H 1.454 -0.914 2.712 0.404
H 1.223 0.970 -1.777 0.188
H 0.157 2.062 -2.689 0.207
H 0.234 2.137 -0.901 0.195
```

Stability summary: most stable <Q>, least stable <P>.